C11H15NOS as an isolated structure, computed with the ωB97M-V functional and the def2-TZVPD basis.

## Properties
- HOMO-LUMO gap (spin up / spin down): 8.4 / 8.4 eV
- Energy relative to the best compared isomer or geometry (same formula, charge and spin): 533.2 kJ/mol

Each line ends with the Mulliken charge.
Element x y z (Å)
C 0.5624 -4.9290 0.4717  -0.586
C 1.6031 -4.0147 0.6673  -0.386
C -0.6628 -4.4331 -0.0005  -0.557
C 1.5107 -2.8155 0.0538  -0.525
C -0.7946 -3.1526 -0.4714  -0.488
C 0.3063 -2.2805 -0.5312  1.012
C -1.0883 4.0300 0.8791  -1.218
C -0.8180 2.5276 0.9452  -0.606
C -0.3530 1.7532 -0.2478  -0.252
C 0.4213 -0.9253 -1.1251  -0.730
C -0.1493 0.3642 0.3056  0.061
N 1.0387 0.2110 1.0662  -0.185
O 1.0005 -0.6560 1.9160  -0.350
S -0.5551 -0.3687 -2.5168  -0.163
H 0.5839 -5.8765 1.0075  0.343
H 2.5830 -4.2796 1.1261  0.317
H -1.4477 -5.2093 -0.0739  0.304
H 2.4040 -2.2006 0.2233  0.246
H -1.7197 -2.8675 -0.7432  0.417
H -2.0927 4.0418 0.4107  0.294
H -0.4380 4.6402 0.1867  0.286
H -1.2625 4.6347 1.7980  0.329
H -1.7691 2.0791 1.2320  0.268
H -0.1321 2.2307 1.6836  0.484
H -0.9633 1.6659 -1.1551  0.320
H 0.7004 2.0123 -0.6742  0.225
H 1.4472 -0.6002 -1.2493  0.550
H -1.0490 -0.0321 0.7075  0.438
H -1.6120 -1.1306 -2.2470  0.150

---

C10H30Co3FN10O28P2 as an isolated structure, computed with the ωB97M-V functional and the def2-TZVPD basis.

## Properties
- Multiplicity: 10
- HOMO-LUMO gap (spin up / spin down): 5.7 / 6.0 eV
- Net charge: -1
- Energy relative to the best compared isomer or geometry (same formula, charge and spin): 0.0 kJ/mol

Each line ends with the Löwdin spin population.
Element x y z (Å)
Co 2.2132 1.5132 -0.2486  2.734
Co 2.0873 -1.1272 1.4816  2.723
Co 0.5784 -0.3261 -2.1977  2.758
P -0.0840 0.0006 0.3304  0.023
O 0.2328 1.4888 0.4284  0.027
O 1.3563 -0.3757 -0.3263  0.140
O -0.9277 -0.4012 -0.9184  0.069
O 0.0661 -0.9703 1.5289  0.039
P 4.3627 0.3723 0.8290  0.010
O 4.2132 1.2189 -0.4691  0.045
O 2.9561 0.8552 1.5076  0.160
O 5.4046 0.7620 1.7997  0.016
O 3.9486 -1.1447 0.7787  0.069
F 1.5702 1.3631 -2.3696  0.090
C -2.7525 -0.1126 -5.0336  0.001
N -1.6106 0.6474 -4.4621  0.002
O -1.6129 1.8332 -4.5851  -0.002
O -0.8040 0.0073 -3.8007  0.019
H -2.6502 -1.1578 -4.7793  0.000
H -2.7916 0.0953 -6.0984  0.000
H -3.6385 0.3303 -4.5858  0.000
C 3.0915 5.5902 0.6245  0.000
N 2.1521 4.8531 -0.2417  0.000
O 2.2596 3.6526 -0.2227  0.024
O 1.3645 5.4726 -0.9147  -0.008
H 3.0035 6.6477 0.4088  0.000
H 4.0826 5.1960 0.4237  0.000
H 2.8360 5.4299 1.6692  0.000
C -3.7714 -0.6791 0.1054  0.001
N -3.7763 0.2814 1.2576  0.000
O -3.3818 1.4022 1.0238  0.000
O -4.0514 -0.1421 2.3569  0.000
H -4.8072 -0.8762 -0.1610  0.000
H -3.2283 -1.5403 0.4382  0.000
H -3.3230 -0.0946 -0.6849  0.000
C -0.3255 3.4174 2.9571  0.000
N 0.8297 3.2692 3.8853  0.000
O 0.7667 3.8500 4.9614  0.000
O 1.7435 2.5754 3.5169  0.000
H -0.0226 4.0950 2.1647  0.000
H -1.1526 3.8499 3.5131  0.000
H -0.6017 2.4490 2.5641  0.000
C -1.7361 -3.6244 0.1625  0.000
N -2.8157 -4.3497 -0.5777  0.000
O -2.5874 -5.4767 -0.9714  0.000
O -3.8480 -3.7416 -0.7943  0.000
H -2.1078 -3.4193 1.1632  0.000
H -1.5594 -2.6711 -0.3413  0.000
H -0.8332 -4.2195 0.1497  0.000
C 0.2962 -3.1277 3.8936  0.000
N 1.2109 -3.8488 2.9639  0.002
O 1.8171 -3.2093 2.1218  0.018
O 1.3243 -5.0389 3.0950  0.006
H -0.4007 -2.5721 3.2697  0.000
H 0.9274 -2.4417 4.4519  0.000
H -0.1540 -3.8881 4.5158  0.000
C 0.2912 -4.2856 -4.2678  0.001
N -0.5214 -3.3395 -3.4847  0.001
O 0.0985 -2.5227 -2.8404  0.011
O -1.7285 -3.3979 -3.5755  -0.001
H 1.0740 -4.6686 -3.6262  0.000
H 0.6845 -3.7392 -5.1189  0.000
H -0.3710 -5.0703 -4.6175  0.000
C 4.8944 -1.5038 -2.2313  0.001
N 3.6396 -1.9204 -2.8919  0.002
O 2.6256 -1.4276 -2.4568  0.012
O 3.6711 -2.7200 -3.8116  0.000
H 5.7412 -1.9533 -2.7365  0.000
H 4.8599 -1.8639 -1.2000  0.000
H 4.8912 -0.4129 -2.2211  0.000
C -1.5886 3.1703 -1.3662  0.000
N -1.5813 4.6219 -1.7786  0.000
O -1.6017 4.8622 -2.9608  0.000
O -1.4926 5.4635 -0.9061  0.000
H -2.6243 2.9153 -1.1721  0.000
H -0.9447 3.0984 -0.4988  0.000
H -1.1347 2.6520 -2.2016  0.000
C -1.7675 -0.4441 4.5450  0.000
N -2.3714 0.6186 5.3814  0.000
O -3.5729 0.7512 5.3236  0.000
O -1.6204 1.2635 6.0961  0.000
H -2.3563 -1.3491 4.6644  0.000
H -0.7546 -0.5973 4.8940  0.000
H -1.7780 -0.1430 3.5021  0.000

---

The highest energy relative to the best compared isomer or geometry (same formula, charge and spin) belongs to which entry?
C11H15NOS

---

Which of these has the highest energy relative to the best compared isomer or geometry (same formula, charge and spin)?
C11H15NOS

---

Copy entry 1 word for word.
C11H15NOS as an isolated structure, computed with the ωB97M-V functional and the def2-TZVPD basis.

## Properties
- HOMO-LUMO gap (spin up / spin down): 8.4 / 8.4 eV
- Energy relative to the best compared isomer or geometry (same formula, charge and spin): 533.2 kJ/mol

Each line ends with the Mulliken charge.
Element x y z (Å)
C 0.5624 -4.9290 0.4717  -0.586
C 1.6031 -4.0147 0.6673  -0.386
C -0.6628 -4.4331 -0.0005  -0.557
C 1.5107 -2.8155 0.0538  -0.525
C -0.7946 -3.1526 -0.4714  -0.488
C 0.3063 -2.2805 -0.5312  1.012
C -1.0883 4.0300 0.8791  -1.218
C -0.8180 2.5276 0.9452  -0.606
C -0.3530 1.7532 -0.2478  -0.252
C 0.4213 -0.9253 -1.1251  -0.730
C -0.1493 0.3642 0.3056  0.061
N 1.0387 0.2110 1.0662  -0.185
O 1.0005 -0.6560 1.9160  -0.350
S -0.5551 -0.3687 -2.5168  -0.163
H 0.5839 -5.8765 1.0075  0.343
H 2.5830 -4.2796 1.1261  0.317
H -1.4477 -5.2093 -0.0739  0.304
H 2.4040 -2.2006 0.2233  0.246
H -1.7197 -2.8675 -0.7432  0.417
H -2.0927 4.0418 0.4107  0.294
H -0.4380 4.6402 0.1867  0.286
H -1.2625 4.6347 1.7980  0.329
H -1.7691 2.0791 1.2320  0.268
H -0.1321 2.2307 1.6836  0.484
H -0.9633 1.6659 -1.1551  0.320
H 0.7004 2.0123 -0.6742  0.225
H 1.4472 -0.6002 -1.2493  0.550
H -1.0490 -0.0321 0.7075  0.438
H -1.6120 -1.1306 -2.2470  0.150